Model w:
Here is one molecule with the formula C10H9NO2 from the Open Molecules 2025 dataset. Energies are from ωB97M-V with the def2-TZVPD basis set.

Values from the calculation:
SMILES string: OCc1ccnc2c(O)cccc12
Kohn-Sham gap: 8.5 eV
LUMO energy: 0.145 eV
HOMO level: -8.33 eV
Spin multiplicity: 1
Total charge: 0

```
22
Properties=species:S:1:pos:R:3:mulliken_charge:R:1
O 2.509 -0.586 2.026 -0.503
C 2.160 -1.633 0.876 -0.468
C 1.093 -1.043 -0.079 0.358
C 1.309 -1.133 -1.350 -0.522
C 0.394 -0.703 -2.413 -0.378
N -0.777 -0.220 -2.158 -0.520
C -0.787 0.296 -0.925 -0.066
C -1.932 1.153 -0.676 0.598
O -2.883 1.530 -1.578 -0.526
C -1.882 1.846 0.543 -0.703
C -1.375 1.150 1.752 -0.766
C -0.214 0.455 1.476 -0.532
C 0.039 -0.084 0.199 0.746
H 2.637 0.025 1.224 0.335
H 1.680 -2.610 1.459 0.264
H 3.206 -1.749 0.272 0.311
H 1.944 -1.819 -1.717 0.435
H 0.578 -1.312 -3.405 0.272
H -3.477 2.218 -0.966 0.361
H -2.699 2.410 0.505 0.422
H -1.779 1.650 2.595 0.381
H 0.258 0.159 2.338 0.500
```

---

Model x:
Here is C10H9NO2 as an isolated structure from the Open Molecules 2025 dataset. Energies are from ωB97M-V with the def2-TZVPD basis set.

Values from the calculation:
Kohn-Sham gap: 9.4 eV
LUMO energy: 0.189 eV
HOMO level: -9.18 eV
Spin multiplicity: 1
Total charge: 0

```
22
Properties=species:S:1:pos:R:3:mulliken_charge:R:1
C 0.305 1.928 0.681 0.368
C 0.624 0.518 0.135 0.590
C 1.975 0.588 -0.305 -0.337
C 2.662 -0.640 -0.601 -0.816
C 2.009 -1.760 -0.049 -0.253
C 0.680 -1.787 0.592 -0.041
C -0.006 -0.525 0.751 0.025
C -2.315 -1.381 0.462 -0.198
C -3.043 -0.502 -0.488 -0.248
C -2.914 0.540 -1.208 -0.144
H 0.424 2.664 -1.273 0.193
H -0.506 3.636 -0.295 0.247
H 2.169 1.664 -0.643 0.339
H 3.612 -0.993 -1.015 0.336
H 2.471 -2.896 -0.094 0.183
H 0.247 -2.822 0.955 0.365
H -3.142 -2.053 1.256 0.221
H -1.412 -2.239 -0.084 0.303
H -2.845 1.762 -1.678 0.277
N 0.103 2.802 -0.353 -0.356
O 0.115 2.155 1.955 -0.619
O -1.214 -0.656 1.299 -0.435
```

---

The structure with the greatest stability is model w.

---

Model w:
Here is one molecule with the formula C8H13NO3 from the Open Molecules 2025 dataset. Energies are from ωB97M-V with the def2-TZVPD basis set.

Values from the calculation:
SMILES string: CC#C[C@](C)(O)OC(=O)NCC
Kohn-Sham gap: 10.4 eV
LUMO energy: 0.860 eV
HOMO level: -9.55 eV
Spin multiplicity: 1
Total charge: 0

```
25
Properties=species:S:1:pos:R:3:mulliken_charge:R:1
C 0.843 1.736 4.591 -1.179
C 0.335 1.310 3.331 0.440
C 0.019 0.975 2.220 -0.960
C -0.553 0.938 0.829 1.794
C 0.251 2.046 0.191 -1.806
O -1.903 1.110 0.890 -0.608
O -0.256 -0.361 0.245 -0.394
C -0.684 -0.517 -1.041 0.602
O -1.126 0.367 -1.724 -0.617
N -0.557 -1.844 -1.361 -0.270
C -0.539 -2.239 -2.813 -0.343
C 0.869 -2.543 -3.306 -1.143
H 0.379 2.766 4.985 0.261
H 0.544 1.029 5.433 0.268
H 1.884 1.882 4.554 0.333
H -0.091 2.170 -0.736 0.516
H 1.239 1.659 0.192 0.415
H 0.369 2.964 0.728 0.433
H -2.462 1.159 0.114 0.395
H -0.026 -2.393 -0.773 0.251
H -0.919 -1.397 -3.460 0.259
H -1.254 -3.092 -2.828 0.334
H 0.890 -3.113 -4.158 0.421
H 1.422 -1.698 -3.661 0.304
H 1.326 -2.913 -2.442 0.295
```

---

Model x:
Here is a 2-piece molecular cluster, C8H13NO3 overall from the Open Molecules 2025 dataset. Energies are from ωB97M-V with the def2-TZVPD basis set.

Values from the calculation:
SMILES string: CC(=C=O)[N+](=O)[O-].CC1(C)CC1
Kohn-Sham gap: 9.8 eV
LUMO energy: 0.013 eV
HOMO level: -9.77 eV
Spin multiplicity: 1
Total charge: 0

```
25
Properties=species:S:1:pos:R:3:mulliken_charge:R:1
C -1.667 0.027 -2.960 -1.374
C -1.959 -0.001 -1.494 -0.038
C -2.271 -1.058 -0.750 0.674
O -2.566 -1.977 -0.119 -0.343
N -2.109 1.272 -0.843 1.203
O -1.889 2.268 -1.440 -0.642
O -2.444 1.274 0.297 -0.637
H -2.590 0.195 -3.491 0.373
H -1.501 -1.023 -3.207 0.412
H -0.730 0.479 -3.163 0.345
C 2.651 -0.895 1.520 -1.893
C 1.371 -0.034 1.162 1.717
C 1.233 1.268 1.973 -1.576
C 0.124 -0.849 0.892 -1.100
C 0.820 -0.063 -0.222 -0.917
H 2.641 -1.200 2.492 0.487
H 3.540 -0.305 1.257 0.368
H 2.763 -1.785 1.072 0.526
H 2.147 1.753 2.027 0.473
H 0.940 0.952 2.978 0.295
H 0.405 1.713 1.556 0.380
H -0.855 -0.408 0.998 0.397
H 0.189 -1.868 1.111 0.291
H 1.416 -0.504 -0.984 0.217
H 0.344 0.769 -0.663 0.362
```

---

The structure with the greatest stability is model w.